# 1
{
  "formula": "C11H29Al3BrCl3F6N6O8S",
  "method": "the ωB97M-V functional and the def2-TZVPD basis",
  "de_lowest_ev": 0.0000,
  "total_charge": 2,
  "homo_lumo_gap_ev": 1.14,
  "lumo_ev": -11.516,
  "elements": ["C", "C", "C", "C", "C", "C", "C", "N", "S", "O", "O", "F", "H", "H", "H", "H", "H", "H", "H", "H", "H", "H", "H", "H", "H", "H", "H", "H", "C", "O", "N", "N", "H", "H", "H", "H", "C", "O", "N", "N", "H", "H", "H", "H", "N", "O", "O", "O", "Al", "C", "Cl", "Cl", "Cl", "H", "Br", "F", "Al", "F", "F", "F", "Al", "C", "O", "H", "H", "H", "H", "F"],
  "coordinates": [[5.77254, -2.80781, 1.47685], [4.89629, -3.49599, 0.43895], [4.36511, -2.62123, -0.72265], [4.32793, -1.09535, -0.48386], [3.00789, -0.55436, 0.09949], [2.44952, -1.33200, 1.29658], [0.90617, -1.35163, 1.33440], [0.37225, -2.31969, 0.34367], [0.25760, -3.88014, 0.77857], [-0.37405, -4.57706, -0.27766], [-0.15915, -3.95910, 2.12492], [1.77796, -4.37071, 0.74195], [6.56616, -3.44043, 1.85983], [6.26052, -1.92624, 1.08871], [5.13944, -2.58750, 2.33653], [5.53403, -4.44819, -0.39174], [4.10825, -4.03680, 0.94374], [4.92951, -2.81744, -1.63699], [3.34895, -2.97158, -0.90797], [4.43565, -0.66085, -1.47841], [5.16388, -0.70753, 0.08185], [3.23653, 0.44814, 0.46208], [2.26929, -0.44188, -0.69774], [2.73944, -2.38133, 1.31729], [2.83055, -0.87550, 2.21037], [0.54005, -1.54390, 2.33562], [0.55057, -0.37482, 1.00688], [0.84535, -2.25675, -0.55243], [0.94512, 2.13212, 3.45858], [1.79725, 2.03256, 2.60078], [-0.32085, 2.63938, 3.15695], [1.13357, 1.76424, 4.75077], [-1.07418, 2.73573, 3.81569], [-0.48572, 2.90860, 2.20153], [2.03802, 1.40448, 4.99812], [0.43340, 1.82759, 5.46626], [0.34196, -0.05594, -3.58293], [1.09677, -1.00522, -3.14365], [-0.98913, -0.20338, -3.60094], [0.78875, 1.08836, -4.08270], [-1.63029, 0.50402, -3.97537], [-1.42412, -1.03344, -3.23857], [1.77965, 1.26310, -4.10162], [0.16439, 1.78542, -4.45970], [-3.21244, 2.45802, -3.83676], [-3.98344, 1.99548, -3.01264], [-2.74997, 1.70581, -4.72733], [-2.87085, 3.62644, -3.80342], [-2.04389, 4.67195, 4.36246], [-3.93419, -1.40934, -6.76284], [-3.16535, -1.30163, -5.13651], [-5.61308, -1.73694, -6.50549], [-3.67991, 0.09698, -7.62567], [-3.45834, -2.20746, -7.31832], [6.03663, -5.60772, 0.48776], [-8.85785, 1.34626, -3.64937], [-8.54914, 0.89318, -5.23706], [-6.87121, 1.03412, -5.49168], [-9.37100, 1.88598, -6.30078], [-8.94830, -0.71600, -5.48829], [0.02881, -2.64746, -3.48727], [-2.80319, 5.60705, 8.72151], [-2.02291, 6.06279, 7.65288], [-3.67328, 4.95163, 8.26634], [-2.21750, 4.96611, 9.39189], [-3.26242, 6.44257, 9.25414], [-1.30720, 6.61549, 7.98985], [-4.16279, 4.86673, 6.86460]],
  "atomic_forces_ev_per_a": [[0.5, -0.5, -0.4], [-0.9, 2.2, 2.5], [0.2, -1.0, -0.4], [-0.3, 0.3, -0.3], [0.5, -0.3, 0.3], [-0.5, 0.1, 0.3], [0.9, 0.5, -0.7], [0.4, -0.1, 0.6], [-1.2, 0.1, 0.0], [0.3, -0.1, -0.1], [0.3, 0.0, 0.0], [0.1, -0.1, 0.0], [-0.1, -0.1, 0.1], [0.0, 0.2, 0.0], [-0.1, 0.2, -0.1], [0.6, -0.7, -0.2], [-0.1, -0.3, -0.3], [0.1, 0.1, 0.0], [0.0, -0.2, -0.2], [0.1, 0.0, 0.0], [0.2, -0.2, 0.1], [-0.2, 0.2, -0.2], [0.0, -0.2, 0.0], [0.3, 0.0, -0.1], [-0.1, -0.1, 0.1], [-0.3, -0.3, -0.1], [-0.2, 0.0, 0.2], [-0.2, 0.2, -0.1], [-0.2, 0.0, 0.2], [-0.1, -0.1, -0.1], [0.2, 0.3, 0.0], [0.0, 0.0, 0.0], [0.3, -1.0, -0.1], [0.0, -0.1, 0.0], [0.0, 0.0, 0.0], [0.0, 0.0, 0.0], [-0.9, 0.5, -0.2], [-0.6, 0.0, -0.3], [0.3, 0.2, 0.4], [0.9, -0.2, 0.3], [0.0, -0.1, -0.2], [-0.4, 0.3, 0.3], [0.0, 0.0, -0.1], [0.0, 0.0, 0.0], [-0.1, 0.0, -0.1], [-0.1, -0.1, 0.1], [0.2, 0.1, 0.2], [0.0, 0.1, 0.0], [-0.8, 0.9, 0.9], [-0.3, 0.3, 0.0], [0.1, -0.4, -0.2], [-0.3, -0.1, -0.2], [0.0, 0.0, 0.0], [0.0, -0.1, 0.2], [-0.2, 0.0, -1.0], [0.1, 0.1, 0.2], [-0.1, -0.1, -0.1], [0.3, 0.0, 0.1], [0.0, 0.1, -0.1], [0.1, -0.2, 0.0], [0.8, -0.7, -0.1], [0.8, 0.7, 0.2], [0.3, -0.2, -0.2], [-0.1, 0.1, -0.8], [-0.3, -0.3, -0.1], [-0.4, -0.2, -0.1], [-0.1, 0.1, 0.0], [0.3, -0.4, 0.1]]
}


# 2
{
  "formula": "C11H29EuN3S2",
  "method": "the ωB97M-V functional and the def2-TZVPD basis",
  "total_charge": 3,
  "spin_multiplicity": 7,
  "homo_lumo_gap_ev": [5.10, 8.60],
  "lumo_ev": [-13.467, -9.971],
  "elements": ["Eu", "S", "S", "C", "C", "C", "N", "C", "C", "H", "H", "H", "H", "H", "H", "H", "H", "C", "H", "H", "H", "H", "H", "H", "H", "C", "C", "H", "H", "H", "H", "N", "C", "C", "C", "N", "H", "H", "H", "H", "H", "H", "H", "H", "H", "H"],
  "coordinates": [[-0.11553, -0.11893, 0.21095], [-1.07086, -2.81007, -0.34060], [-1.03133, 2.62283, -0.31390], [0.54251, -3.68181, -0.24023], [-1.21276, -2.54946, -2.14592], [-0.51695, -1.32645, -2.78238], [-0.98184, -0.06045, -2.17792], [-0.54792, 1.22532, -2.78336], [-1.25211, 2.42329, -2.11099], [-2.30182, -2.50162, -2.33145], [-0.84619, -3.48506, -2.59349], [-0.69288, -1.37298, -3.87285], [0.58022, -1.42381, -2.63922], [-0.74930, 1.28114, -3.86419], [0.54298, 1.34163, -2.65696], [-2.34860, 2.35081, -2.26245], [-0.93276, 3.37771, -2.56530], [0.48670, 3.65993, -0.24440], [-2.01698, -0.06471, -2.23227], [1.17315, 3.36146, -1.04236], [0.95620, 3.49434, 0.73422], [0.25402, 4.72925, -0.33726], [0.94202, -3.52803, 0.77304], [1.24403, -3.27394, -0.97772], [0.41426, -4.76051, -0.40405], [-4.12225, -0.05190, 1.32597], [-3.62737, -0.04971, 2.56829], [-4.36162, -0.98657, 0.81138], [-4.37132, 0.87285, 0.79964], [-3.40708, -0.98715, 3.09573], [-3.39520, 0.88083, 3.10094], [0.56397, -0.21233, 2.88557], [1.68939, 0.76710, 2.88360], [2.99086, 0.22795, 2.24738], [2.96658, -0.54691, 0.94725], [2.24085, 0.19171, -0.12929], [0.90470, -1.14721, 3.11857], [-0.12961, -0.00668, 3.61945], [1.29735, 1.68798, 2.38241], [1.89035, 1.07231, 3.93806], [3.65349, 1.10102, 2.14962], [3.45418, -0.40660, 3.02095], [4.00200, -0.77898, 0.64021], [2.46708, -1.52037, 1.06470], [2.35719, -0.20664, -1.07272], [2.41816, 1.18945, -0.19660]],
  "atomic_forces_ev_per_a": [[-1.1, 0.1, 1.1], [0.6, 0.5, -0.1], [0.6, -0.2, 0.0], [0.2, 0.1, 0.2], [-0.5, 0.0, -0.4], [0.5, -0.8, -0.1], [-0.9, 0.2, 0.8], [0.4, 0.7, 0.1], [-0.6, -0.1, -0.6], [0.4, -0.1, 0.0], [-0.2, 0.4, -0.1], [0.1, 0.2, 0.4], [-0.3, 0.2, -0.1], [0.0, -0.2, 0.2], [-0.2, -0.2, -0.1], [0.5, 0.1, 0.0], [-0.1, -0.5, 0.1], [0.2, -0.1, 0.2], [0.6, 0.0, 0.1], [-0.1, 0.1, 0.1], [-0.1, 0.1, -0.2], [-0.2, -0.4, 0.0], [-0.1, -0.2, -0.3], [-0.1, -0.2, 0.1], [-0.1, 0.4, 0.0], [0.3, 0.0, -0.2], [0.7, 0.0, -0.1], [0.0, 0.2, 0.2], [0.0, -0.2, 0.2], [-0.3, 0.4, -0.2], [-0.3, -0.3, -0.2], [-0.3, -0.5, -1.0], [-0.5, 0.5, 0.3], [0.1, 0.5, 1.1], [0.3, -0.1, -0.2], [-1.1, -0.3, -0.7], [0.0, 0.2, 0.2], [0.3, 0.1, -0.5], [0.4, -0.5, 0.2], [0.1, -0.1, -0.9], [0.0, -0.3, 0.0], [0.0, 0.1, -0.4], [-0.5, 0.2, 0.1], [0.0, 0.1, 0.0], [0.7, 0.2, 0.5], [0.7, 0.0, 0.1]]
}


# 3
{
  "formula": "C11H29Hg2O11",
  "method": "the ωB97M-V functional and the def2-TZVPD basis",
  "total_charge": 1,
  "homo_lumo_gap_ev": 7.23,
  "lumo_ev": -4.766,
  "elements": ["Hg", "Hg", "C", "C", "O", "O", "H", "H", "H", "C", "C", "O", "O", "H", "H", "H", "C", "C", "O", "O", "H", "H", "H", "C", "O", "H", "H", "H", "H", "C", "O", "H", "H", "H", "H", "C", "O", "H", "H", "H", "H", "C", "O", "H", "H", "H", "H", "C", "O", "H", "H", "H", "H"],
  "coordinates": [[2.76177, 0.70973, -0.92423], [1.13062, 2.88004, 1.39426], [-1.14343, -0.13849, -0.72678], [0.24670, 0.39699, -0.87367], [1.08213, -0.42380, -1.35754], [0.63850, 1.48651, -0.40111], [-1.46342, -0.67843, -1.61343], [-1.80835, 0.70049, -0.51991], [-1.19796, -0.80690, 0.13290], [3.10880, -0.74323, 3.12782], [3.10977, -0.01080, 1.79085], [2.46485, 1.07228, 1.69014], [3.49557, -0.62030, 0.75953], [3.64220, -1.68536, 3.01675], [2.09151, -1.00592, 3.41626], [3.53277, -0.14598, 3.93297], [3.27708, 4.98895, -1.63349], [2.68033, 4.25372, -0.48017], [2.04752, 4.85479, 0.44008], [2.72464, 2.99517, -0.36056], [3.73972, 5.94937, -1.41979], [2.46620, 5.10644, -2.35354], [4.07952, 4.40355, -2.08122], [1.50439, -3.49936, -0.32970], [1.89075, -2.94357, -1.56612], [1.30513, -4.56845, -0.45820], [2.25422, -3.52583, 0.46636], [0.55248, -3.13764, 0.06781], [1.46544, -2.06990, -1.57687], [-2.42124, -0.37167, -4.31260], [-2.50154, 0.99762, -4.66517], [-1.43206, -0.82903, -4.28198], [-2.89644, -0.56067, -3.34636], [-2.94981, -0.91785, -5.09977], [-3.41134, 1.21947, -4.44944], [-0.14436, 0.63839, 3.71002], [-0.33543, 1.34721, 2.44933], [-0.07663, -0.42435, 3.47891], [0.76899, 1.04418, 4.13254], [-1.05120, 0.77299, 4.29717], [-1.29268, 1.32204, 2.26616], [-4.16746, 1.15773, 3.05923], [-3.11532, 1.43404, 2.19236], [-4.63712, 2.12449, 3.29306], [-4.99130, 0.62244, 2.58081], [-3.98816, 0.77401, 4.06175], [-3.46531, 1.69787, 1.33881], [-1.55617, -3.93477, -2.02476], [-2.20676, -5.16894, -2.40506], [-0.71179, -3.94581, -2.71860], [-2.16537, -3.05603, -2.22688], [-1.13155, -3.88521, -1.02345], [-1.79944, -5.85222, -1.86548]],
  "atomic_forces_ev_per_a": [[2.7, 0.7, 0.8], [0.3, 0.5, 0.1], [-0.5, 0.9, 0.1], [-1.2, -1.1, 1.0], [-0.8, -0.1, -1.1], [-1.5, 0.0, -0.9], [0.1, 0.0, 0.0], [-0.1, -0.1, -0.2], [0.2, -0.1, 0.0], [0.6, -0.2, -0.4], [-1.8, -0.7, 0.3], [0.8, 0.2, 0.5], [0.8, 0.2, -0.1], [0.2, 0.1, 0.1], [-0.1, 0.2, -0.2], [0.1, 0.1, -0.1], [0.6, -0.3, -0.3], [-0.3, 0.2, 1.4], [-0.6, 0.0, 0.0], [0.9, -0.6, -1.1], [-0.5, 0.1, 0.4], [0.1, 0.2, -0.1], [-0.3, -0.3, -0.1], [-0.2, -1.6, 0.3], [-0.3, 0.4, 0.6], [0.0, -0.1, -0.4], [0.3, 0.8, -0.2], [0.1, 0.6, 0.0], [0.4, -0.5, -0.3], [-0.8, -0.8, -0.6], [0.5, 0.1, 0.6], [0.4, 0.8, -0.1], [-0.1, -0.1, 0.0], [-0.1, -0.4, 0.3], [0.0, 0.4, -0.2], [-0.3, 0.2, -1.0], [0.2, 0.2, 0.0], [0.3, 0.0, 0.1], [-0.2, -0.3, 0.4], [0.3, 0.3, 0.4], [-0.2, 0.3, -0.1], [-2.9, 1.7, 0.6], [1.8, -0.6, -0.4], [-0.1, 0.0, 0.1], [0.4, -0.5, 0.0], [1.0, -0.6, -0.5], [-0.2, 0.0, 0.1], [1.0, -0.9, -1.5], [-0.4, 0.7, 1.1], [0.3, 0.9, 0.2], [-0.4, -0.3, 0.0], [-0.5, -0.3, 0.2], [-0.1, -0.2, -0.1]]
}


# 4
{
  "formula": "C11H30Cl4O10",
  "method": "the ωB97M-V functional and the def2-TZVPD basis",
  "de_lowest_ev": 9.1788,
  "total_charge": 0,
  "homo_lumo_gap_ev": 9.73,
  "lumo_ev": 0.235,
  "elements": ["C", "Cl", "Cl", "Cl", "Cl", "C", "C", "O", "O", "H", "H", "H", "H", "H", "H", "C", "C", "O", "O", "H", "H", "H", "H", "H", "H", "C", "C", "O", "O", "H", "H", "H", "H", "H", "H", "C", "C", "O", "O", "H", "H", "H", "H", "H", "H", "C", "C", "O", "O", "H", "H", "H", "H", "H", "H"],
  "coordinates": [[0.13625, 0.33617, -1.56969], [-1.48928, 1.12495, -1.74265], [1.36508, 1.32327, -2.39140], [0.42511, 0.26139, 0.14204], [-0.02180, -1.28299, -2.26066], [-2.78463, 2.35855, 0.84609], [-1.79679, 3.02390, -0.14264], [-1.45460, 4.24438, 0.32337], [-4.06430, 2.84578, 0.57743], [-2.41923, 2.48781, 1.86485], [-2.71868, 1.30242, 0.58469], [-2.26849, 3.14347, -1.11799], [-0.83405, 2.55925, -0.35558], [-2.24253, 4.72809, 0.58179], [-4.00074, 3.72902, 0.94817], [-0.94394, 0.09842, 2.06257], [-0.03437, -0.80732, 2.94122], [-0.57874, -2.10364, 3.28066], [-2.11662, 0.47427, 2.78274], [-1.37372, -0.57728, 1.32310], [-0.58697, 0.98515, 1.53877], [0.29372, -0.26287, 3.82668], [0.98373, -0.88371, 2.55946], [0.10619, -2.54761, 3.78601], [-2.54567, -0.35791, 2.99485], [2.93430, -2.77361, 1.39563], [1.64848, -3.07256, 0.58220], [0.76358, -1.94874, 0.64650], [2.69853, -2.71720, 2.70655], [3.42827, -1.87560, 1.02456], [3.58942, -3.57337, 1.05028], [1.20008, -4.01439, 0.89842], [1.87072, -3.12489, -0.48361], [1.20494, -1.20832, 0.22392], [1.75753, -2.57758, 2.83548], [0.41094, -3.93158, -1.34873], [-0.57455, -4.47013, -2.44301], [-1.36173, -3.41958, -2.85165], [1.46479, -3.40773, -2.08073], [0.78363, -4.72637, -0.70258], [-0.04130, -3.19249, -0.68743], [-1.28238, -5.17538, -2.00744], [-0.11821, -4.99859, -3.28004], [-1.92582, -3.80026, -3.52877], [1.10548, -2.79175, -2.72342], [0.76722, 3.84665, -1.84373], [1.01993, 3.93304, -0.34858], [1.81974, 5.08878, -0.04691], [1.89022, 4.08464, -2.65344], [-0.06031, 4.47483, -2.17338], [0.35865, 2.83975, -1.92925], [1.35706, 2.95055, -0.01817], [0.06407, 4.11651, 0.14209], [2.71849, 4.84976, -0.28508], [1.47329, 4.41265, -3.45356]],
  "atomic_forces_ev_per_a": [[-0.4, 0.3, -1.1], [0.6, -2.5, -2.1], [1.0, -3.0, -0.5], [1.5, 4.0, -3.8], [-0.8, 2.5, 0.0], [2.1, -1.3, -2.0], [-0.8, -0.3, 0.5], [-1.3, 3.3, 1.5], [-0.2, 0.4, 0.6], [-0.3, 0.2, 0.0], [-0.7, 0.0, 0.4], [-0.4, 0.0, -0.1], [-0.5, 0.0, 1.0], [0.0, 0.4, 0.1], [-0.9, 0.3, 0.0], [-2.8, -2.2, 2.2], [1.6, 1.5, 0.6], [0.0, 1.3, -0.8], [0.1, 0.1, 1.1], [0.4, 0.0, -0.5], [-0.3, 0.0, 2.0], [-1.1, 0.3, 0.8], [-0.3, -0.3, -0.9], [-0.2, -0.1, 0.3], [-0.2, 0.0, 0.3], [-0.7, -0.8, -4.1], [2.1, 1.6, 0.5], [0.1, -3.3, 1.1], [-0.2, -0.1, 3.3], [-0.1, 0.5, -0.1], [0.5, -0.4, 0.8], [-0.2, 0.5, 0.6], [1.3, -0.2, 1.3], [0.9, -1.5, 0.0], [0.1, 0.0, -0.1], [-2.2, -2.4, -2.4], [-0.1, -1.5, 2.6], [-0.9, 1.2, -1.4], [1.8, -0.3, -1.0], [-0.2, -0.3, -0.8], [-0.6, -0.3, -0.5], [0.2, -0.6, 0.5], [0.7, 0.2, 0.1], [-0.3, 0.5, -0.2], [0.5, -0.3, -0.2], [-1.8, 0.5, 1.2], [0.3, 1.3, -0.8], [0.2, -1.0, 0.5], [-0.2, -0.5, -0.1], [0.0, 0.7, 0.3], [-0.3, 1.3, -0.4], [1.0, 0.2, 0.4], [1.5, 0.1, -0.3], [0.2, 0.3, -0.1], [0.6, 0.1, -0.3]]
}